Below is a structure of composition C29H47GeIrN6O2 at a distorted geometry, with properties calculated with ωB97M-V/def2-TZVPD.

Properties
⟨S²⟩: 0.89
Max |F|: 1.770 eV Å⁻¹
Net charge: +1
HOMO level (alpha / beta): -8.450 / -8.932 eV
2S+1: 2
ΔE to the lowest compared entry with this formula, charge and spin: 3.973 eV

Last column: Löwdin charge in e.
Atoms and positions in Å:
Ir1 0.44756 -0.74061 -0.27130  1.50
C1 -1.57252 1.17806 -3.52984  -0.19
C2 -2.41783 1.57901 -2.33369  -0.18
C3 -1.92191 1.02900 -0.99777  -0.22
N1 -1.37387 -0.32819 -1.01176  -0.14
C4 -2.07153 -1.36440 -1.47363  -0.24
C5 -3.45105 -1.28174 -1.71106  0.01
C6 -4.34170 -2.19643 -2.24100  -0.04
C7 -4.10578 -3.45057 -2.77790  -0.07
C8 -2.87700 -4.08682 -2.85654  -0.05
C9 -1.64395 -3.70726 -2.36136  0.01
C10 -1.26050 -2.57177 -1.62351  -0.21
N2 -0.05221 -2.49792 -1.05967  -0.10
C11 0.87076 -3.62909 -1.10286  -0.20
C12 2.03018 -3.50315 -0.12450  -0.18
C13 2.95339 -2.33026 -0.37872  -0.21
N3 2.35719 -1.09322 0.10349  -0.16
C14 3.06987 0.06241 -0.24776  -0.28
C15 3.92563 0.68125 0.59577  0.00
C16 4.65130 1.89106 0.38782  -0.04
C17 4.88311 2.52317 -0.78714  -0.06
C18 4.46789 2.09924 -2.08755  -0.03
C19 3.50182 1.21903 -2.44109  0.02
C20 2.60731 0.53240 -1.54646  -0.21
N4 1.40230 0.12978 -1.85808  -0.04
C21 0.83745 0.28488 -3.19717  -0.17
C22 -0.07524 1.49996 -3.44689  -0.14
H1 -1.99830 1.68040 -4.40020  0.12
H2 -1.69547 0.10836 -3.72556  0.10
H3 -3.45001 1.29633 -2.54538  0.10
H4 -2.42691 2.66766 -2.22995  0.12
H5 -2.70809 1.12055 -0.23879  0.11
H6 -1.10909 1.66329 -0.65454  0.06
H7 -3.90247 -0.35482 -1.38768  0.10
H8 -5.37260 -1.86121 -2.25766  0.12
H9 -4.95540 -3.98084 -3.18714  0.11
H10 -2.88046 -5.04339 -3.36692  0.12
H11 -0.84943 -4.41310 -2.55584  0.10
H12 1.25147 -3.76492 -2.12414  0.13
H13 0.31736 -4.53337 -0.83796  0.13
H14 2.60636 -4.42730 -0.19627  0.12
H15 1.64246 -3.43232 0.89351  0.10
H16 3.16674 -2.25335 -1.45900  0.13
H17 3.91475 -2.49021 0.11952  0.13
H18 4.03611 0.20826 1.56524  0.13
H19 5.10601 2.31569 1.27432  0.12
H20 5.50725 3.40719 -0.76245  0.11
H21 4.98929 2.57692 -2.90930  0.12
H22 3.34560 1.06022 -3.49932  0.11
H23 0.28390 -0.63104 -3.41210  0.11
H24 1.66461 0.31015 -3.90306  0.10
H25 0.22507 1.91156 -4.41175  0.11
H26 0.13585 2.28265 -2.71281  0.12
C23 -2.46987 -0.34835 3.32967  -0.07
C24 -3.09440 -1.07906 2.15699  -0.29
O1 -2.13307 -1.76479 1.36538  -0.12
H27 -3.22978 0.19001 3.89814  0.09
H28 -1.71992 0.36414 2.98133  0.05
H29 -1.98206 -1.05275 4.00796  0.07
H30 -3.57934 -0.36683 1.48500  0.10
H31 -3.86849 -1.77127 2.50549  0.11
H32 -1.51236 -2.24024 1.93272  0.06
N5 1.23833 -0.21811 3.61967  0.18
C25 0.78876 -1.46254 3.37685  -0.65
N6 0.71012 -2.31512 4.44067  0.17
O2 0.45467 -1.82842 2.23926  -0.07
H33 1.26141 0.13899 4.56023  0.10
H34 1.09262 0.46438 2.85120  0.03
H35 1.21576 -2.11125 5.28496  0.10
H36 0.57259 -3.28670 4.22016  0.11
C26 0.08950 2.84885 4.08144  -0.23
Ge1 -0.05605 3.13656 2.14374  0.72
C27 1.08798 4.62946 1.60880  -0.22
C28 -1.93011 3.40727 1.64017  -0.22
C29 0.56596 1.56305 1.22558  -0.28
H37 -0.23872 3.73829 4.62215  0.02
H38 1.12737 2.65256 4.35603  0.01
H39 -0.53181 2.01009 4.39698  0.00
H40 0.83539 5.54866 2.13926  0.02
H41 0.98536 4.80910 0.53882  0.01
H42 2.13157 4.39185 1.82107  0.01
H43 -2.40084 4.19727 2.22679  0.02
H44 -2.49577 2.48685 1.79653  0.00
H45 -1.99315 3.68057 0.58622  0.01
H46 1.57571 1.43094 0.86690  -0.06
H47 -0.18268 0.80538 0.99926  -0.09

---

Below is a cluster of 9 separate species, C29H47IO28P2 in total at a distorted geometry, with properties calculated with ωB97M-V/def2-TZVPD.

Properties
SMILES: COCCC[PH](C)(I)P(=O)(O)O.O=C1OCCO1.O=C1OCCO1.O=C1OCCO1.O=C1OCCO1.O=C1OCCO1.O=C1OCCO1.O=C1OCCO1.O=C1OCCO1
Max |F|: 1.184 eV Å⁻¹
HOMO level: -7.856 eV
2S+1: 1

Last column: Löwdin charge in e.
Atoms and positions in Å:
C1 0.38109 -6.19623 3.62369  -0.09
O1 0.10472 -5.01724 2.89776  -0.24
C2 -0.66712 -5.17436 1.72161  -0.23
C3 -1.45502 -3.87469 1.46498  -0.20
C4 -0.74907 -2.58838 1.93946  -0.38
P1 0.94327 -2.24559 1.31277  0.56
C5 1.36064 -0.52877 0.88457  -0.34
I1 1.86401 -1.85943 3.84633  0.18
P2 0.44659 -2.53675 -0.91792  0.41
O2 1.47036 -1.84844 -1.76296  -0.34
O3 -1.05834 -1.95431 -1.18213  -0.17
O4 0.14737 -4.06710 -1.31060  -0.16
H1 1.46571 -6.40218 3.61068  0.08
H2 0.04255 -6.06718 4.65954  0.09
H3 -0.13904 -7.06746 3.19478  0.09
H4 -1.38350 -6.00993 1.82697  0.12
H5 -0.01962 -5.42583 0.87203  0.10
H6 -2.37967 -3.94561 2.05807  0.10
H7 -1.76232 -3.82797 0.41293  0.09
H8 -0.67354 -2.61930 3.03340  0.01
H9 -1.34470 -1.70155 1.66349  0.10
H10 1.91039 -3.24966 1.25784  -0.02
H11 2.14944 -0.51061 0.12768  0.05
H12 0.44372 -0.04724 0.51169  0.04
H13 1.68096 0.01264 1.78338  -0.02
H14 -0.93539 -1.04859 -1.47969  0.06
H15 0.86684 -4.68949 -1.12080  0.05
O5 -3.14755 -6.04736 4.18533  0.17
C6 -4.18185 -5.88081 3.62427  -0.57
O6 -4.41110 -4.90689 2.71235  0.04
C7 -5.66424 -5.17210 2.06931  -0.10
C8 -6.38196 -6.01448 3.10699  -0.11
O7 -5.28374 -6.63975 3.78903  0.05
H16 -6.16350 -4.23468 1.84096  0.13
H17 -5.46954 -5.71888 1.14506  0.13
H18 -6.94692 -5.42137 3.82502  0.13
H19 -7.02914 -6.78291 2.69468  0.14
O8 0.41883 2.31270 0.18932  0.13
C9 1.22699 3.07969 -0.24255  -0.57
O9 2.01546 3.87748 0.49532  0.08
C10 2.96369 4.49818 -0.39208  -0.09
C11 2.25676 4.43038 -1.72460  -0.09
O10 1.43410 3.26407 -1.56048  0.06
H20 3.14925 5.52471 -0.09335  0.12
H21 3.88954 3.92233 -0.36665  0.14
H22 1.61943 5.29578 -1.89792  0.13
H23 2.92920 4.29928 -2.56461  0.13
O11 -2.96125 5.53718 -4.16983  0.13
C12 -2.52666 4.51540 -3.72627  -0.59
O12 -2.54652 3.33970 -4.37385  0.07
C13 -1.75481 2.40224 -3.62658  -0.10
C14 -1.79151 2.99255 -2.22939  -0.09
O13 -1.97738 4.39194 -2.50706  0.07
H24 -2.19900 1.41309 -3.70357  0.13
H25 -0.74899 2.39633 -4.04217  0.11
H26 -2.64395 2.64829 -1.64155  0.14
H27 -0.87110 2.84299 -1.68018  0.09
O14 -7.94569 -7.21961 5.45443  0.15
C15 -7.22036 -8.11770 5.73613  -0.58
O15 -7.12602 -9.27613 5.04528  0.06
C16 -5.97736 -9.98893 5.51645  -0.11
C17 -5.80200 -9.42078 6.91291  -0.11
O16 -6.36165 -8.11268 6.77578  0.07
H28 -6.17579 -11.05696 5.49593  0.13
H29 -5.13331 -9.75670 4.86541  0.13
H30 -6.37691 -9.97020 7.66046  0.13
H31 -4.76629 -9.34326 7.23121  0.13
O17 1.84310 8.34255 -1.53028  0.16
C18 0.89789 8.37942 -2.25927  -0.56
O18 0.75028 9.26781 -3.26594  0.06
C19 -0.38878 8.87525 -4.04460  -0.10
C20 -1.18957 8.04537 -3.06120  -0.09
O19 -0.15697 7.55051 -2.18967  0.07
H32 -0.90624 9.76128 -4.40160  0.13
H33 -0.04377 8.28471 -4.89556  0.13
H34 -1.87166 8.65750 -2.46839  0.14
H35 -1.74194 7.22993 -3.52300  0.10
O20 2.19226 -6.59627 -0.40274  0.15
C21 3.11471 -6.52617 0.34989  -0.58
O21 3.97130 -5.49054 0.38644  0.06
C22 4.77742 -5.61854 1.56058  -0.10
C23 4.69975 -7.10849 1.83870  -0.10
O22 3.43117 -7.45311 1.26708  0.07
H36 5.78075 -5.25524 1.35996  0.13
H37 4.32176 -5.02329 2.35181  0.13
H38 5.47859 -7.67216 1.32357  0.13
H39 4.70317 -7.36091 2.89499  0.13
O23 0.57954 4.14995 -4.94925  0.17
C24 1.41126 4.89423 -5.35988  -0.56
O24 2.22675 5.63216 -4.57729  0.04
C25 3.23624 6.23723 -5.39780  -0.11
C26 2.56300 6.24317 -6.75784  -0.10
O25 1.66802 5.12735 -6.66373  0.07
H40 3.48328 7.21963 -5.00774  0.12
H41 4.12542 5.60663 -5.37167  0.14
H42 1.97268 7.14588 -6.92595  0.13
H43 3.24523 6.09509 -7.59003  0.13
O26 4.76152 7.19451 -2.91220  0.15
C27 4.79241 7.88772 -1.94440  -0.58
O27 5.20411 9.17141 -1.92912  0.07
C28 4.88815 9.73160 -0.65013  -0.11
C29 4.81751 8.49686 0.23113  -0.10
O28 4.43259 7.49204 -0.70755  0.02
H44 5.66024 10.43865 -0.35938  0.13
H45 3.92672 10.24069 -0.72384  0.13
H46 5.78479 8.22732 0.65906  0.13
H47 4.07279 8.56519 1.01936  0.14